{"formula": "C34H51BaClN5O4", "method": "ωB97M-V/def2-TZVPD", "symbols": ["Ba", "C", "C", "C", "C", "C", "C", "C", "C", "C", "C", "H", "H", "H", "H", "H", "H", "H", "H", "H", "H", "H", "H", "H", "H", "H", "O", "Cl", "O", "O", "O", "C", "C", "C", "C", "C", "C", "C", "C", "N", "C", "C", "C", "C", "C", "C", "C", "C", "C", "C", "H", "H", "H", "H", "H", "H", "H", "H", "H", "H", "H", "H", "H", "H", "H", "H", "H", "H", "H", "H", "H", "H", "H", "H", "C", "N", "C", "N", "C", "N", "C", "N", "C", "C", "H", "H", "H", "H", "H", "H", "H", "H", "H", "H", "H", "H"], "positions_angstrom": [[-0.75431, -0.30052, -0.88863], [-2.27744, -0.14186, 2.03765], [-3.10661, 0.11751, 0.92680], [-3.48301, -1.11627, 0.36986], [-2.92993, -2.14944, 1.16137], [-2.17019, -1.54159, 2.19812], [-1.38311, -2.20027, 3.29863], [-3.27685, -3.60658, 0.99679], [-4.55047, -1.29513, -0.67105], [-3.80082, 1.41227, 0.60282], [-1.63506, 0.86678, 2.95056], [-1.68421, -1.84612, 4.29190], [-0.30638, -2.01024, 3.23546], [-1.51273, -3.28567, 3.30613], [-4.34734, -3.79081, 1.15159], [-2.75930, -4.24646, 1.71806], [-3.05490, -4.00114, 0.00030], [-5.55637, -1.38871, -0.23827], [-4.39667, -2.19089, -1.28385], [-4.60092, -0.44707, -1.36210], [-4.87741, 1.34887, 0.79853], [-3.69271, 1.73090, -0.43998], [-3.41458, 2.23836, 1.20387], [-2.05360, 0.84597, 3.96528], [-1.75590, 1.88437, 2.57094], [-0.55677, 0.70731, 3.06681], [0.88213, 0.04984, -4.31522], [0.68766, -0.91538, -3.25082], [1.24398, -2.21271, -3.62466], [-0.82563, -1.10782, -3.06391], [2.03828, -0.12481, -0.53850], [-1.06728, 6.86991, -1.14694], [-1.24969, 5.38617, -1.36020], [-2.30517, 4.92254, -2.13304], [-2.44722, 3.54425, -2.32535], [-3.60567, 2.99570, -3.11388], [-1.52643, 2.69699, -1.75709], [-0.39726, 3.10418, -0.95755], [-0.32888, 4.51407, -0.77978], [0.37103, 2.09030, -0.46226], [1.70510, 2.18903, 0.11858], [2.62239, 1.20689, -0.62884], [4.03069, 1.13848, -0.04783], [3.95300, 0.69258, 1.41843], [3.09839, 1.69466, 2.20232], [3.75432, 3.07671, 2.11419], [3.83221, 3.51150, 0.64630], [4.67584, 2.51955, -0.15268], [2.41006, 3.56255, 0.07468], [1.68265, 1.73982, 1.59808], [-1.97741, 7.42081, -1.39135], [-0.26394, 7.26473, -1.77520], [-0.80477, 7.09083, -0.10946], [-3.01456, 5.61657, -2.57290], [-3.76829, 3.57521, -4.02506], [-4.53034, 3.03651, -2.53088], [-3.44262, 1.95616, -3.40134], [-1.65662, 1.64478, -1.95291], [0.42888, 4.95947, -0.15939], [2.64414, 1.51013, -1.68004], [2.52173, -0.68289, -1.15785], [4.61438, 0.41003, -0.62226], [4.96221, 0.63478, 1.84118], [3.51245, -0.30431, 1.48304], [3.03843, 1.38257, 3.24798], [4.75751, 3.04274, 2.55535], [3.17086, 3.80953, 2.68217], [4.27357, 4.50963, 0.57985], [5.70254, 2.48268, 0.22631], [4.72548, 2.83586, -1.20049], [2.40833, 3.95178, -0.94903], [1.83757, 4.25314, 0.69113], [1.03681, 2.43085, 2.14961], [1.22266, 0.74999, 1.67336], [1.94331, -3.40182, -0.68134], [0.50045, -3.20657, -0.43497], [0.20342, -3.72330, 0.90724], [0.56007, -5.14026, 1.05435], [1.98842, -5.28403, 0.76544], [2.34232, -4.81074, -0.57673], [1.55059, -5.57372, -1.55252], [0.10726, -5.45088, -1.32325], [-0.24214, -4.02776, -1.42032], [-0.18317, -5.90233, 0.04299], [2.50005, -2.81992, 0.05671], [2.17788, -3.04396, -1.68296], [-0.84692, -3.58440, 1.09998], [0.76626, -3.14137, 1.63543], [2.26401, -6.33702, 0.85249], [2.55708, -4.71181, 1.50057], [1.83156, -6.62645, -1.48722], [1.77891, -5.20725, -2.55410], [-1.30786, -3.91262, -1.22782], [-0.01896, -3.66689, -2.42112], [0.08185, -6.95760, 0.13150], [-1.25031, -5.78947, 0.23223]], "lumo_ev": 2.27, "multiplicity": 1, "charge": -1}


{"formula": "C34H51IN2OP", "method": "ωB97M-V/def2-TZVPD", "symbols": ["C", "C", "I", "C", "P", "C", "C", "C", "C", "N", "C", "C", "O", "C", "N", "H", "H", "H", "H", "H", "H", "H", "H", "H", "H", "H", "H", "H", "H", "H", "H", "H", "H", "H", "H", "H", "H", "H", "H", "H", "H", "H", "C", "C", "C", "C", "C", "C", "H", "H", "H", "H", "H", "H", "C", "C", "C", "C", "C", "C", "H", "H", "H", "H", "H", "H", "C", "C", "C", "C", "C", "C", "H", "H", "H", "H", "H", "H", "C", "C", "C", "C", "C", "C", "H", "H", "H", "H", "H", "H"], "positions_angstrom": [[1.45194, -1.36438, 4.17364], [2.81148, -0.59671, 3.55734], [3.71577, -1.84086, 2.02140], [2.67188, 0.99128, 3.35460], [2.23382, 1.72494, 1.65925], [0.78053, 0.50644, 1.31220], [-0.20014, 1.09753, 0.09141], [-1.66010, 0.35835, 0.01420], [-1.69164, -1.17907, 0.58179], [-2.30111, -1.13404, 1.96721], [1.09800, 3.09896, 2.37110], [-0.18902, 2.64293, 3.21592], [-1.50491, 2.75783, 2.50263], [-0.33296, 3.73884, 4.47614], [-1.76482, 4.12893, 4.76257], [1.12080, -2.26361, 3.46666], [1.64254, -1.80539, 5.24814], [0.59027, -0.54565, 4.27828], [3.57391, -0.71233, 4.47963], [2.01087, 1.38963, 4.26717], [3.75178, 1.44502, 3.60902], [3.32532, 2.67047, 1.79388], [3.15418, 0.87258, 0.94862], [1.93281, 2.29613, 0.34769], [1.29232, -0.44542, 0.80281], [0.20781, 0.11556, 2.23061], [0.42904, 0.89808, -0.90332], [-0.36126, 2.25399, 0.15285], [-2.00672, 0.41568, -1.12474], [-2.43564, 1.02991, 0.62493], [-0.67172, -1.75458, 0.51588], [-2.45777, -1.77232, -0.10760], [-3.17284, -1.70867, 1.97158], [-1.63472, -1.46357, 2.70992], [1.80018, 3.76324, 3.07102], [0.77825, 3.83409, 1.48644], [-0.10332, 1.59554, 3.78316], [-1.41402, 3.36611, 1.70788], [0.07210, 3.20938, 5.46089], [0.27259, 4.72284, 4.29290], [-2.12910, 4.77827, 4.03165], [-2.38659, 3.30748, 4.92632], [0.55771, 3.37058, -4.38897], [1.56902, 2.61577, -4.98251], [2.74041, 2.34092, -4.27745], [2.89643, 2.81306, -2.97390], [1.88348, 3.56471, -2.37904], [0.71596, 3.84742, -3.08750], [-0.35364, 3.58747, -4.94000], [1.44448, 2.24208, -5.99579], [3.53102, 1.75845, -4.74263], [3.80718, 2.59483, -2.42252], [2.00456, 3.93119, -1.36259], [-0.07064, 4.43768, -2.62574], [-4.01310, -1.03435, 4.74439], [-3.77088, -2.40714, 4.78361], [-4.62742, -3.24719, 5.49458], [-5.73290, -2.71500, 6.15881], [-5.97719, -1.34262, 6.11643], [-5.11537, -0.50143, 5.41315], [-3.34341, -0.37956, 4.19303], [-2.91331, -2.82260, 4.26029], [-4.43462, -4.31595, 5.53052], [-6.40327, -3.37010, 6.70886], [-6.83966, -0.92826, 6.63277], [-5.30290, 0.56835, 5.38494], [4.75136, -3.48691, -6.13851], [4.22018, -2.76789, -5.06816], [3.83345, -1.43946, -5.24284], [3.96889, -0.83251, -6.49176], [4.49660, -1.55276, -7.56305], [4.89197, -2.87838, -7.38596], [5.05582, -4.52115, -6.00111], [4.10829, -3.24303, -4.09676], [3.42584, -0.87744, -4.40696], [3.66301, 0.20123, -6.62932], [4.60056, -1.08011, -8.53667], [5.30816, -3.43747, -8.21938], [-2.95407, -2.17025, -4.84266], [-3.18719, -3.50255, -4.50293], [-2.46989, -4.09374, -3.46333], [-1.52553, -3.34889, -2.75630], [-1.29514, -2.01547, -3.09363], [-2.00584, -1.42699, -4.13935], [-3.51087, -1.71084, -5.65517], [-3.92798, -4.08088, -5.04942], [-2.64697, -5.13380, -3.20326], [-0.96993, -3.80802, -1.94290], [-0.56032, -1.43468, -2.54146], [-1.82215, -0.38977, -4.40547]], "lumo_ev": 2.32, "multiplicity": 1, "charge": -1}


{"formula": "C34H52AlF5NO2", "method": "ωB97M-V/def2-TZVPD", "symbols": ["C", "C", "C", "C", "C", "C", "C", "C", "C", "C", "C", "C", "C", "C", "C", "C", "C", "C", "C", "C", "C", "N", "C", "C", "C", "C", "C", "O", "Al", "C", "F", "F", "C", "C", "C", "C", "C", "C", "F", "F", "F", "C", "O", "H", "H", "H", "H", "H", "H", "H", "H", "H", "H", "H", "H", "H", "H", "H", "H", "H", "H", "H", "H", "H", "H", "H", "H", "H", "H", "H", "H", "H", "H", "H", "H", "H", "H", "H", "H", "H", "H", "H", "H", "H", "H", "H", "H", "H", "H", "H", "H", "H", "H", "H", "H"], "positions_angstrom": [[10.85934, -1.63674, 2.84538], [10.15263, -1.18406, 1.57109], [8.74498, -1.79867, 1.41767], [7.61991, -0.76820, 1.26263], [7.28106, -0.46642, -0.20551], [6.62805, 0.91243, -0.43912], [5.23209, 0.84884, -1.06869], [4.35016, 2.04333, -0.71554], [3.03559, 2.05436, -1.48441], [2.14838, 3.25866, -1.20568], [1.56461, 3.29768, 0.20666], [0.40987, 4.30791, 0.37465], [-0.85704, 3.72787, 1.03128], [-2.02529, 3.58589, 0.05786], [-3.13920, 2.66581, 0.56200], [-4.09784, 2.21159, -0.53982], [-4.61484, 0.77652, -0.39064], [-3.47802, -0.25855, -0.47774], [-3.08011, -0.78554, -1.86081], [-2.37078, -2.14026, -1.76361], [-2.22714, -2.82786, -3.11394], [-1.29210, -2.13957, -3.99251], [-1.60196, -1.53124, -5.17634], [-0.45725, -0.99177, -5.71261], [0.59777, -1.29413, -4.80977], [0.05017, -1.99875, -3.76642], [-5.72404, 0.49350, -1.44017], [-6.96846, 0.93796, -0.97503], [-6.95691, 0.51212, 0.75298], [-7.55258, -1.43580, 1.15260], [-8.78364, -1.50037, 1.80802], [-7.72368, -2.22471, 0.00655], [-6.53736, -2.11809, 2.02228], [-5.61160, -3.01218, 1.49642], [-4.63247, -3.56243, 2.29951], [-4.56064, -3.23309, 3.63246], [-5.48941, -2.35275, 4.15851], [-5.44657, -1.99648, 5.60919], [-6.43548, -2.61368, 6.31916], [-5.59385, -0.66653, 5.82638], [-4.27892, -2.36359, 6.20646], [-6.46962, -1.79230, 3.36181], [-5.21363, 0.67827, 0.88943], [11.86214, -1.21511, 2.92273], [10.96744, -2.72321, 2.84613], [10.28873, -1.36248, 3.73361], [10.08432, -0.09404, 1.56134], [10.78204, -1.45968, 0.72231], [8.54817, -2.41956, 2.29358], [8.74189, -2.45870, 0.54782], [6.72252, -1.13175, 1.76822], [7.90259, 0.16658, 1.75233], [8.20332, -0.55494, -0.78593], [6.62004, -1.25386, -0.57530], [6.58180, 1.45081, 0.50842], [7.27123, 1.46091, -1.12875], [4.72459, -0.07971, -0.79509], [5.34078, 0.83677, -2.15793], [4.15934, 2.03958, 0.36159], [4.91101, 2.95796, -0.93621], [3.27388, 2.03499, -2.55333], [2.49165, 1.12826, -1.27765], [1.31205, 3.23737, -1.91181], [2.69493, 4.18519, -1.40448], [2.36330, 3.55848, 0.90609], [1.22450, 2.29555, 0.47770], [0.77102, 5.15371, 0.96253], [0.16102, 4.71246, -0.60969], [-0.62577, 2.76742, 1.49635], [-1.16196, 4.38666, 1.84896], [-2.43786, 4.58519, -0.11697], [-1.65358, 3.23936, -0.91204], [-2.68520, 1.81348, 1.06940], [-3.70128, 3.19738, 1.33207], [-4.98034, 2.85617, -0.53080], [-3.62483, 2.31252, -1.52401], [-3.77409, -1.08672, 0.17063], [-2.57175, 0.16194, -0.03377], [-3.94782, -0.91050, -2.50815], [-2.40070, -0.07682, -2.34188], [-2.96776, -2.78625, -1.11528], [-1.38708, -1.99871, -1.31144], [-1.87951, -3.85314, -2.98328], [-3.19355, -2.81948, -3.61478], [-2.61768, -1.51323, -5.53520], [-0.37943, -0.44787, -6.63899], [1.63494, -1.02130, -4.91305], [0.51127, -2.39904, -2.87907], [-5.75258, -0.60188, -1.59198], [-5.48191, 0.93092, -2.41672], [-7.81664, 1.43590, 1.74593], [-5.67617, -3.25782, 0.44576], [-3.91211, -4.24843, 1.87453], [-3.78601, -3.65649, 4.25389], [-7.18907, -1.09381, 3.76911]], "lumo_ev": 2.19, "multiplicity": 1, "charge": -1}